Here is a 5-piece molecular cluster, C49H60BF3NO26PS overall at a distorted geometry from OMol25. Energies are from ωB97M-V/def2-TZVPD.

```
142
Properties=species:S:1:pos:R:3:forces:R:3
S -3.980211 0.096148 -1.498342 -1.36 -0.57 -0.09
P -0.618145 -0.354365 -2.053426 -2.47 -2.23 0.42
F -2.145316 -3.368358 1.755094 -0.21 -0.09 -0.28
F -1.081760 -3.775697 -0.097577 -0.40 0.18 0.13
F -3.254915 -3.692570 -0.098545 0.11 -0.01 0.33
O -0.568835 -4.520527 8.553328 0.10 -0.22 0.13
O 1.029203 -2.433463 4.666578 0.15 -0.22 -0.07
O 4.503127 -3.202478 0.767042 -0.18 0.21 -0.02
O 0.778868 -0.663784 -1.256261 0.29 1.05 -0.63
O 1.918448 -2.602089 0.861321 0.22 0.02 -0.04
O -3.144959 0.713942 -2.715617 -0.06 -0.13 0.43
O 0.624571 -9.060452 -1.700182 0.05 0.13 0.21
O -3.303604 -5.958237 -3.412958 -0.10 -0.17 -0.22
O -2.671889 -12.153908 4.011260 0.19 0.18 0.00
O -5.242269 0.771108 -1.448523 0.03 0.98 0.24
O -3.277559 -8.009934 0.463855 -0.26 -0.19 -0.03
O 2.806508 -4.388949 4.489979 -0.01 0.18 -0.19
O -0.617627 0.141660 3.203648 0.70 0.04 0.47
O 3.748421 -7.642477 2.095140 -0.30 0.04 0.00
O -1.226497 1.060706 2.321132 -0.86 -0.23 -0.36
O -2.773118 -8.150427 -4.810455 -0.07 0.23 0.12
O 0.014626 -6.886835 -0.253433 0.11 -0.42 -0.39
O -4.532589 0.749702 2.235235 -0.51 -0.15 -0.75
O -0.872304 -10.216828 3.831536 -0.05 -0.24 0.13
O -5.120889 -9.906231 0.700482 0.07 0.21 -0.14
O -0.307646 -0.217556 -3.655381 1.15 1.05 0.14
O -4.119328 -1.299123 -1.712632 0.77 -0.76 -0.30
O 1.261704 -6.434134 8.417391 -0.20 0.19 0.03
O -4.482442 2.485562 0.579508 -0.03 -0.43 -0.09
O 1.143696 -7.054133 2.112815 0.41 -0.28 0.24
O -2.018580 -1.839394 0.123649 0.04 -0.23 0.42
N 4.121752 10.974471 -0.210300 0.41 0.73 -1.73
C 4.842079 9.325124 -4.178762 0.80 0.15 0.65
C 0.150523 -3.380331 6.621078 -0.09 -0.05 0.14
C -2.888548 -11.174037 3.139856 -0.31 -0.26 -0.02
C 3.372890 -6.407282 1.773081 0.42 -0.03 -0.03
C -3.978035 -11.124526 2.362549 -0.11 0.06 -0.12
C -3.108907 0.371945 0.095818 0.90 0.76 0.06
C 1.713331 6.163227 -3.000323 -0.48 -0.41 -0.22
C 3.770356 -4.115956 1.096279 0.33 -0.33 0.09
C 1.896998 -6.145322 1.812905 -0.33 0.50 0.09
C -3.077406 -8.979442 1.352151 0.42 0.25 0.09
C -1.693048 2.511429 -3.565851 -0.20 0.72 -0.36
C -1.659980 -6.344387 -1.767739 -0.24 0.02 -0.35
C 0.192934 5.909398 -3.153013 1.00 -0.23 -0.46
C -0.296484 -8.383960 -2.120105 -0.06 -0.27 -0.29
C 3.700975 11.535181 1.848142 -0.23 0.36 1.49
C -1.054795 -8.710838 -3.319293 0.10 -0.03 0.11
C 2.061715 -4.450876 5.451454 0.11 -0.36 0.23
C -1.533772 4.045935 -3.374523 0.57 -0.71 -0.01
C -1.793752 1.246691 -0.024688 -0.13 -0.55 0.30
C -0.729443 0.896022 0.998382 0.75 0.35 0.11
C 2.124095 -5.500756 6.451950 0.10 0.05 -0.18
C -1.205666 1.307676 -1.432764 0.83 0.75 -0.27
C 2.295000 -3.850249 1.160682 -0.34 -0.11 0.02
C -5.870269 2.830401 0.682420 -0.27 1.00 -0.27
C -2.157299 -3.141424 0.416631 0.68 0.44 -0.22
C 6.031660 9.822430 -3.322069 -0.09 -0.27 0.51
C 1.022493 -3.376788 5.605573 -0.30 0.27 0.06
C 1.425081 -4.806197 1.495378 -0.15 -0.08 0.11
C -4.152676 -10.024259 1.427528 -0.12 -0.41 0.22
C -0.675924 -7.149476 -1.360207 -0.23 0.48 0.07
C -6.026765 4.203566 1.302749 0.02 -0.21 -0.46
C -0.060503 4.435871 -3.472800 -0.25 0.38 0.07
C 4.245709 -5.449949 1.433847 0.00 0.14 -0.10
C 3.575624 9.886563 0.372140 0.00 -0.37 0.05
C -1.988045 -9.025139 2.131147 0.14 -0.01 0.11
C 4.582121 11.058289 -1.600374 0.36 -0.28 0.75
C -2.923148 -0.955886 0.808726 -0.61 -0.68 -0.40
C 5.706922 10.051299 -1.838147 0.05 0.12 -0.59
C 2.716991 8.024347 -4.436367 0.09 -0.41 0.59
C 3.312991 10.198461 1.675281 -0.25 -0.55 -0.06
C 1.253973 -5.503919 7.471020 0.30 -0.27 -0.08
C -1.824797 -10.113837 3.081714 0.12 0.42 -0.25
C -2.317148 1.852400 -2.351859 1.15 -0.41 0.19
C 4.198533 12.001732 0.676670 -0.12 -0.17 0.16
C 0.197827 -4.443692 7.613196 -0.17 0.42 -0.21
C 2.376840 6.536813 -4.333534 0.49 0.24 0.25
C 3.838547 8.441275 -3.445171 -0.67 0.09 -0.90
C -2.405000 -6.651598 -2.976093 0.17 0.18 0.39
C -2.045468 -7.904434 -3.725941 0.17 -0.38 -0.15
B -4.119656 1.255746 1.005869 0.12 -0.01 0.29
H -2.931198 2.540922 -1.768241 -0.17 0.16 -0.23
H 5.311547 -5.624584 1.400179 0.00 -0.02 0.01
H 1.752186 -2.668454 4.054101 0.02 0.02 -0.03
H 5.272165 8.696014 -4.957333 -0.09 0.18 -0.36
H 3.753621 10.936305 -2.292181 -0.12 -0.03 -0.01
H 2.886018 -6.258881 6.337839 -0.02 -0.02 0.02
H 6.485143 10.725992 -3.727191 -0.07 0.04 -0.28
H -2.114602 4.561315 -4.134225 -0.16 0.27 0.15
H -0.340412 6.219957 -2.257619 -0.22 0.03 -0.03
H 6.800485 9.049445 -3.344764 0.17 0.03 -0.04
H 1.907111 6.907016 -2.228087 0.06 0.16 -0.07
H 2.741592 -2.118040 0.653748 0.04 0.05 -0.02
H -7.072903 4.497886 1.254416 -0.14 -0.04 0.26
H -3.895333 -1.445311 0.866305 -0.05 -0.08 -0.03
H 0.533965 -6.204589 9.026493 -0.03 -0.02 0.03
H -0.113173 6.482515 -4.029123 -0.50 0.34 0.27
H -1.207745 -8.275269 2.085102 -0.02 0.02 -0.01
H -4.132689 -8.209548 0.036429 -0.04 0.03 -0.01
H -2.587482 -0.822765 1.830005 0.05 0.33 0.03
H -1.819941 -11.946517 4.440365 0.03 0.00 0.03
H -0.797910 -0.753930 2.872126 -0.28 0.13 -0.19
H 2.896537 9.504230 2.380847 -0.08 0.10 0.24
H 5.500866 9.076996 -1.401761 -0.35 0.04 0.21
H -5.643530 4.257094 2.316259 -0.01 0.07 0.09
H 2.157617 5.231050 -2.648579 0.08 0.02 0.21
H 3.015239 8.261234 -5.455566 -0.04 0.09 -0.10
H 2.928871 -8.131498 2.298316 0.01 -0.05 0.03
H 3.445604 8.969672 -0.172291 -0.02 -0.10 -0.07
H 3.338827 8.950163 -2.626880 0.28 0.04 0.29
H 4.573584 12.980165 0.456059 0.16 0.08 -0.36
H 0.084130 1.615541 0.854606 0.15 -0.09 -0.04
H -0.291174 -0.090864 0.868231 -0.22 -0.16 0.01
H -2.087673 2.272959 0.201109 -0.02 0.11 -0.05
H 4.330594 7.549717 -3.053920 0.11 0.00 0.09
H 0.530832 3.825121 -2.786736 -0.08 -0.12 0.14
H -6.241469 2.905450 -0.337549 0.06 -0.26 -0.15
H -1.111988 -0.424832 -4.141672 -0.09 -0.24 0.08
H 0.688920 -1.587502 -0.992751 0.20 -0.10 0.12
H -0.786088 -9.612088 -3.851943 -0.01 0.01 -0.02
H -0.602772 -2.614553 6.741108 0.00 0.01 -0.02
H 1.823938 8.596331 -4.180079 -0.12 0.15 -0.30
H -5.347081 0.250195 2.090582 0.00 -0.13 0.49
H 0.318837 4.204408 -4.470412 0.06 0.00 -0.09
H -0.691208 2.129999 -3.730789 -0.01 -0.37 0.05
H -4.749714 -11.880356 2.397643 0.01 -0.01 0.02
H -0.378974 2.026218 -1.425323 -0.08 0.19 0.07
H 4.372359 10.186569 -4.651815 -0.33 -0.10 -0.07
H -1.932468 -5.459935 -1.224535 -0.06 0.06 0.03
H -3.412082 -7.414858 -4.875330 -0.02 0.02 -0.02
H 0.675158 -7.599483 -0.167107 -0.06 -0.06 0.09
H -1.859016 4.337202 -2.374864 -0.35 0.12 -0.06
H 1.761063 6.248580 -5.186840 -0.12 -0.17 0.06
H -5.503839 4.895500 0.645786 0.24 0.21 0.23
H -6.481525 2.073457 1.169957 0.28 -0.17 0.29
H 4.980540 12.063614 -1.715948 -0.06 0.10 -0.19
H 3.313308 5.977812 -4.405207 0.03 -0.01 -0.25
H -2.233864 2.292883 -4.485144 -0.33 -0.04 0.09
H 0.360670 -4.631433 1.543332 0.02 -0.02 -0.02
H 6.586601 10.429031 -1.318139 0.14 -0.05 0.02
H 3.629806 12.088122 2.769039 0.01 0.11 0.02
```
Forces are in eV/Å.

Summary:
Energy in Ha: -4978.12443
HOMO-LUMO gap in eV: 6.45
Total charge: 0
HOMO level in eV: -8.1
Max |F| in eV/Å: 3.4